(1)
67
Properties=species:S:1:pos:R:3:forces:R:3 method="wB97M-V/def2-TZVPD" e_tot_ev=-232629.9299 orbital_gap_ev=5.39 largest_force_ev_per_a=0.516 total_charge=-2
Cs -1.05375 -0.70925 0.09199 -0.2 -0.3 -0.2
I 5.33077 -3.03506 -3.36522 0.0 0.0 0.0
I -5.04761 -3.19450 3.68548 0.0 -0.1 0.0
Br 0.65224 4.33388 5.03180 0.0 0.0 -0.1
Br 5.14186 2.04057 -1.27814 0.0 0.0 0.0
P -1.46348 -0.22359 -3.50365 0.0 0.3 0.4
P -3.07433 1.93343 -1.91533 0.0 0.0 -0.2
O -4.10671 0.17120 -3.48378 0.1 -0.2 0.1
O 1.57305 -0.41509 1.36049 0.2 0.1 0.1
O -2.08250 3.15923 -1.94349 -0.1 0.1 0.0
O -3.11429 -0.17155 3.75896 0.0 0.0 0.0
O -0.96138 -0.41594 -4.88525 0.1 0.0 -0.1
O -1.94200 -1.36563 -2.65162 -0.1 -0.1 -0.2
O 0.57581 -3.43554 4.82738 0.0 0.0 0.0
O 3.97087 -0.61576 3.04039 -0.1 0.0 0.0
O -0.42772 0.69599 -2.62613 0.0 -0.1 -0.2
O -4.46012 2.71303 -2.19626 -0.2 -0.3 -0.1
O 3.35711 -2.51964 5.23257 0.0 0.0 -0.1
O -3.11494 1.13402 -0.67813 -0.1 0.1 -0.1
O -0.29321 -2.47621 2.19591 0.2 -0.2 0.4
N 2.65850 -0.81443 -1.02194 0.0 0.0 0.1
N 0.61318 3.06405 -1.15590 0.0 -0.1 0.0
N 2.14728 -0.47887 -2.21153 -0.1 0.0 0.0
N -1.81898 -1.77660 4.69947 -0.1 0.0 0.0
N -0.71399 2.17583 1.15238 -0.1 0.1 -0.2
C 1.26990 2.75722 -0.03663 0.1 0.1 -0.2
C 0.93243 3.41192 2.35123 0.1 0.1 0.0
C 2.64364 2.80224 -2.38415 0.1 0.0 0.0
C 0.09103 3.44490 3.44859 0.1 0.0 0.0
C 3.30762 2.47808 -1.21340 -0.1 0.1 -0.1
C -3.25355 -2.37567 2.84606 0.0 0.1 0.0
C 2.63165 -2.22185 4.30151 -0.1 0.1 0.2
C 2.62732 2.44520 -0.01320 0.0 -0.1 0.1
C 3.87825 -1.87027 -2.47784 0.0 0.0 -0.1
C -2.89388 1.88075 -4.68019 0.0 0.0 0.0
C 2.93014 -1.24994 3.19762 0.2 0.0 -0.1
C 1.29150 3.07653 -2.29943 0.0 0.0 0.0
C -1.49721 2.20193 2.21898 0.0 -0.3 0.1
C -2.89804 0.96497 -3.46735 0.0 0.1 0.1
C 1.23382 -2.71646 4.07388 0.0 -0.1 -0.1
C 2.87996 -1.11319 -3.11506 0.1 -0.1 0.0
C -1.14768 2.84173 3.40274 0.0 -0.1 0.0
C -2.71230 -1.32746 3.79815 0.1 0.0 0.1
C 0.77884 -2.18270 2.78307 0.0 0.2 -0.1
C 3.69527 -1.65378 -1.12889 0.0 0.1 0.0
C 0.46675 2.77489 1.20935 0.0 0.0 0.3
C 1.74412 -1.20079 2.34719 -0.3 0.0 -0.1
H -1.19556 3.01464 -1.52673 0.0 -0.1 0.1
H -2.55827 -3.19034 2.67584 0.0 0.0 0.0
H 0.71737 3.28570 -3.19361 0.0 0.0 0.0
H 3.15457 2.81043 -3.33591 0.0 0.0 0.0
H -3.84525 -0.66773 -3.04441 0.0 0.3 -0.1
H -2.82041 1.26818 -5.57797 0.0 0.0 0.0
H -3.56515 -1.90915 1.91720 0.0 0.0 0.0
H -2.42098 1.63373 2.15365 0.0 0.2 0.0
H 2.65250 -1.02370 -4.16511 0.0 0.0 0.0
H 2.23584 -0.50746 -0.11511 0.0 -0.1 0.1
H -2.02431 2.53727 -4.64304 0.0 0.0 0.0
H -1.26179 -2.61296 4.52871 0.0 0.0 0.0
H -1.81272 2.83111 4.25365 0.0 0.0 0.0
H 0.48508 0.32963 -2.59322 -0.1 0.0 0.0
H -1.38735 -1.07367 5.27671 0.0 0.0 0.0
H -3.79594 2.49408 -4.71512 0.0 0.0 0.0
H 4.21909 -2.01039 -0.25787 0.0 0.0 0.0
H 3.10194 2.11905 0.90431 0.0 0.0 0.0
H -5.10647 2.03290 -2.47040 0.3 0.3 0.1
H 1.91076 3.87256 2.37264 0.0 0.0 0.0

(2)
60
Properties=species:S:1:pos:R:3:forces:R:3 method="wB97M-V/def2-TZVPD" e_tot_ev=-222547.3533 orbital_gap_ev=7.26 smiles="C[C@@H](I)[C@@H](I)c1c(Br)c2c(c(C(=O)NC(=O)F)c1C[C@H](O)CN)C(=O)C(P(O)Br)=C(CCSc1nnco1)C2=O" largest_force_ev_per_a=7.582 total_charge=0
I -2.80846 -4.73038 0.17181 -0.2 1.0 0.3
I -4.18092 -0.40514 -1.65027 0.6 -0.4 0.0
Br -2.53731 0.72668 1.48604 2.0 -0.8 -1.2
Br 5.84381 2.78719 3.23514 -0.9 -0.4 0.3
S -0.27872 2.79045 5.09107 -0.6 2.2 -1.0
P 4.98657 0.80290 2.48018 0.3 -1.7 -0.7
F 2.63077 0.96425 -3.28013 0.4 -3.6 -0.7
O 2.35031 -0.21392 -5.22275 1.3 0.3 5.3
O 3.61146 -2.25732 -1.28714 -3.6 2.3 -2.8
O -0.04614 2.73001 1.86192 3.0 -3.4 -0.4
O -1.41729 5.51135 5.01077 0.5 0.6 0.6
O -0.37432 -0.74170 -3.72840 0.1 -0.5 -0.4
O 4.70927 -0.26478 3.80409 -1.1 1.3 -1.3
O 4.00926 0.79431 -0.65123 -3.4 -0.6 3.4
N -2.26875 4.23465 3.38301 2.7 0.7 3.3
N 2.98132 -1.55846 -3.44005 -1.7 3.1 2.3
N -1.62777 -2.39652 -6.07973 -0.8 0.4 1.0
N -2.79859 5.48866 3.27722 1.3 2.3 2.9
C 1.46796 3.25431 4.53056 0.9 0.4 0.5
C 2.12598 1.58308 2.51453 2.0 -1.0 -1.6
C -1.33033 4.18992 4.49024 -3.8 3.3 -3.4
C -3.10828 -2.55746 0.48959 -0.5 1.6 0.6
C 1.65611 0.00260 -0.17739 -2.6 -0.7 0.2
C -1.24793 -1.15186 -0.63341 3.0 1.1 0.0
C -2.29588 6.37422 4.29479 0.5 -7.1 -2.6
C 0.73013 1.76174 1.71180 -1.2 1.0 -0.2
C 3.08925 0.65738 0.19199 1.0 -0.1 -1.4
C -4.56892 -2.21405 1.05309 0.1 -1.7 0.7
C -1.00757 0.00931 0.41071 2.8 -1.1 -1.8
C 2.63546 -0.25215 -3.99428 -1.6 -0.2 -5.7
C -0.00326 -1.69940 -1.42287 0.9 1.3 1.9
C 3.23620 1.07401 1.74927 -2.7 1.2 1.3
C 2.28276 1.94241 4.06892 -1.5 -0.4 -0.3
C -0.34730 -2.17593 -3.94252 -1.3 -0.5 0.1
C 1.45325 -1.13205 -1.20625 -2.7 2.1 1.6
C -0.10576 -2.90415 -2.49825 0.3 1.3 0.1
C 0.43861 0.58962 0.63747 -0.5 -2.3 -1.7
C -1.78670 -2.58538 -4.58232 1.0 0.5 0.1
C 2.73526 -1.66311 -1.98242 2.7 -2.3 3.4
C -2.70234 -1.81697 -0.88869 2.0 -1.0 0.8
H -5.35819 -2.65699 0.34709 1.1 1.0 1.0
H -2.34699 -2.27441 1.29394 -1.0 -0.5 -1.2
H -1.29095 -1.42455 -6.24841 -0.3 -1.0 0.1
H -4.66682 -2.77936 2.06070 0.1 0.9 -1.6
H -2.62022 -2.64851 -1.68696 -0.1 1.9 1.2
H -2.07479 -3.66491 -4.31628 0.5 1.5 -0.6
H -0.92340 -3.66136 -2.24633 1.1 1.2 -0.3
H 3.85307 -0.73362 3.64078 0.8 0.6 0.3
H -2.58062 -1.85885 -4.15244 1.3 -1.2 -0.3
H 0.88160 -3.50882 -2.52685 -1.6 1.1 0.2
H 2.49390 -2.32085 -3.93984 0.5 0.9 0.0
H -0.78909 -0.26942 -4.48125 0.4 -0.6 0.5
H 1.98495 3.62155 5.49859 -0.8 -0.4 -1.8
H -2.49843 7.46962 4.51001 0.6 -1.9 -0.1
H 0.52273 -2.42869 -4.64622 -1.5 0.2 0.7
H 1.42860 4.08398 3.73791 0.0 -1.4 1.3
H -2.57249 -2.42577 -6.49033 0.6 0.0 0.1
H -4.74090 -1.11399 1.29591 0.4 -1.5 -0.7
H 1.80124 1.05573 4.64324 0.8 1.3 -0.9
H 3.36559 1.99088 4.43064 -1.5 0.1 -0.9

(3)
62
Properties=species:S:1:pos:R:3:forces:R:3 method="wB97M-V/def2-TZVPD" s_squared=3.76 spin_multiplicity=4 e_tot_ev=-195263.1271 orbital_gap_ev="6.35 / 6.54" de_lowest_kcal_mol=0.00 largest_force_ev_per_a=2.879 total_charge=-2
Br 4.75224 -2.48411 24.35922 -1.1 0.2 0.0
Co 5.73730 -6.95597 18.55942 -0.7 0.0 0.4
S 7.38963 -5.38932 17.85675 -0.2 0.0 0.8
S 8.18317 -1.09821 16.96203 -0.2 0.2 -2.3
S 5.80937 -7.92008 16.33517 -0.8 0.0 0.5
F 2.55867 -3.43372 20.25991 -0.1 -0.2 -0.1
F 4.55643 -3.45297 19.44998 -0.7 -0.4 -0.4
F 1.31598 -6.79148 18.42688 -0.1 0.1 -0.2
F 1.39466 -5.73483 20.28827 -0.1 -0.1 0.1
F 2.91756 -2.72829 18.25849 -0.3 -0.4 0.0
F 0.64716 -4.73496 18.56218 -0.8 0.8 -0.8
O 6.57806 -7.68815 20.22515 -0.1 0.1 0.5
O 3.88931 -5.93880 19.35957 1.6 -1.4 0.1
O 8.15260 0.20082 16.15318 -0.3 -0.5 1.0
O 6.06938 -8.21345 22.36678 0.1 -0.1 0.1
N 4.28693 -8.52016 19.37429 0.9 -2.5 0.1
N 8.50569 -3.76095 23.65277 -0.9 1.7 2.1
N 12.45629 -6.75345 14.62573 1.3 -0.2 -0.3
N 9.83447 -8.70636 12.16036 0.4 -0.4 -0.6
N 4.69026 -8.82362 20.71652 -1.0 -0.4 -0.4
C 8.40781 -4.56208 22.63053 -0.5 -0.3 -0.4
C 9.39402 -2.03610 15.94554 -0.8 0.5 -0.5
C 3.24765 -3.72665 19.13146 1.5 2.2 1.1
C 8.65556 -2.71052 14.78437 -0.2 1.1 -0.3
C 8.04703 -6.29350 16.55203 0.3 0.5 -0.7
C 7.80574 -7.57835 14.55706 -2.2 0.2 1.3
C 6.15098 -3.42441 23.57070 1.2 -0.3 -0.4
C 7.25291 -7.19917 15.79364 1.5 0.3 -0.3
C 1.58077 -5.56887 18.96429 1.6 -1.0 1.0
C 7.36574 -3.19094 24.15863 1.7 -0.6 0.1
C 9.39368 -6.04285 16.16804 -0.4 0.2 2.1
C 3.21659 -5.16222 17.11724 1.2 -0.8 -0.4
C 3.11139 -5.17334 18.65382 -2.2 0.6 -0.9
C 9.93914 -6.64497 15.06051 0.0 0.1 -0.4
C 9.07145 -7.30748 14.19087 1.5 -0.9 -0.7
C 7.19978 -2.24373 14.74996 1.4 1.4 1.9
C 5.84596 -8.20521 21.15940 0.8 0.8 -0.4
C 9.56299 -8.06162 13.06714 -0.3 0.7 0.3
C 11.32696 -6.73036 14.78998 -0.6 0.7 0.5
C 7.22586 -4.91008 22.00627 -1.5 0.3 -1.0
C 6.83500 -2.17497 16.21720 1.5 0.5 0.4
C 6.06345 -4.26104 22.44959 0.5 0.1 1.0
H 3.43875 -8.03109 19.35220 -1.3 1.3 0.2
H 5.07697 -4.34321 22.06505 -0.5 -0.6 -0.9
H 4.30145 -5.11548 16.81791 -0.9 -0.4 0.4
H 9.32349 -4.93804 22.25652 0.8 -0.5 -0.3
H 7.21713 -5.58629 21.11991 -0.1 0.5 0.9
H 10.08281 -1.29045 15.55257 0.1 0.0 0.5
H 4.00210 -8.95206 21.47123 0.3 0.2 -1.0
H 6.99001 -3.11124 16.71720 -0.3 -0.7 0.4
H 7.42172 -2.55306 25.08129 0.3 -0.7 -1.1
H 6.60300 -2.90259 14.21204 -1.3 -1.0 -1.0
H 2.72125 -6.07722 16.69071 0.7 1.0 0.2
H 8.66645 -3.75205 14.97768 0.0 -1.2 -0.1
H 9.84121 -2.80073 16.51810 0.9 -0.6 0.9
H 2.81217 -4.23347 16.75495 -0.6 0.0 -0.5
H 9.16766 -2.48028 13.85318 0.0 -0.2 -0.2
H 7.12251 -1.20535 14.45160 0.0 0.1 -0.9
H 5.92802 -1.69385 16.48058 -1.0 0.2 0.2
H 4.11636 -9.40646 18.86054 0.5 0.7 0.5
H 7.13756 -8.14386 13.95866 -0.2 -0.6 -0.8
H 9.96589 -5.47672 16.95879 -0.3 -0.6 -1.3

(4)
57
Properties=species:S:1:pos:R:3:forces:R:3 method="wB97M-V/def2-TZVPD" e_tot_ev=-329926.4763 orbital_gap_ev=5.27 de_lowest_kcal_mol=7.66 largest_force_ev_per_a=2.839 total_charge=0
Hf 0.05568 1.50194 1.76215 0.8 0.2 0.0
Te 3.24451 4.16384 3.49152 -0.1 -0.4 0.0
Br -2.16176 2.63360 2.39811 -0.3 0.3 -0.2
Se 2.64546 2.08690 4.81201 1.1 0.1 0.1
Se 0.44829 2.16917 4.30510 -1.3 -0.3 0.2
Se 1.99085 3.42278 1.42973 0.1 -0.1 -0.1
S 1.60305 -0.46660 2.39353 -0.2 0.1 0.2
S -2.43003 -0.49663 3.60143 -0.6 0.4 0.3
N -0.18473 2.78845 -0.19430 -0.1 0.3 -1.2
N 2.56263 -2.38317 0.83373 0.2 -0.5 -0.4
N -0.60297 -2.39543 4.04328 -0.9 0.4 0.1
N 0.87476 0.42835 -0.26460 0.5 -0.4 0.3
N -1.59224 -0.21712 0.73245 -0.1 -1.4 -0.6
N -1.09825 -2.13502 1.90747 0.0 -0.5 0.6
N 1.45067 -0.80316 -0.29158 -0.1 -0.2 -0.5
C 0.14050 2.28528 -1.41838 -0.2 0.8 -0.4
C 0.33307 -1.05966 -3.01545 0.7 0.7 1.5
C -2.71973 -0.39435 -1.42036 -0.1 0.2 0.3
C -0.46271 4.09755 -0.13892 -0.3 0.1 0.2
C -2.11613 -2.40862 -0.27395 0.5 2.7 0.7
C -0.57219 -2.17847 5.51037 -0.5 -0.9 -0.3
C -1.55972 -1.56575 0.73792 -1.1 -0.2 -0.5
C -0.41233 4.91242 -1.27187 -0.9 2.2 1.3
C 1.92225 0.11504 -4.93434 -0.9 -0.9 -0.5
C 0.54369 -1.71734 -4.19701 -0.2 -0.7 -0.8
C 0.04592 3.04114 -2.59456 -0.1 0.0 0.2
C 1.83480 -1.25452 0.86404 0.2 0.7 0.8
C -2.66083 -1.79653 -1.39175 0.5 0.9 0.8
C -2.24870 0.30463 -0.29769 -0.5 1.6 -0.9
C 1.35488 -1.15631 -5.18911 0.1 1.0 0.2
C 0.93441 0.17931 -2.73941 -0.6 1.1 0.3
C -0.01792 -3.39239 3.32190 1.5 -1.5 -0.4
C -1.38645 -1.67641 3.17290 0.5 0.6 0.9
C 1.65476 0.80911 -3.75350 1.3 0.0 0.1
C -0.20862 4.40309 -2.51590 -0.4 -1.3 0.2
C 0.66379 0.93432 -1.42483 0.1 -1.2 -1.2
C -0.30594 -3.26202 2.01919 0.3 -0.4 -0.7
H -0.16818 -1.53492 -2.17928 -0.2 0.0 -0.3
H -0.78036 -1.14160 5.75735 0.1 0.1 -0.4
H 2.87578 -2.85911 1.66954 -0.1 0.4 -0.3
H 2.49156 0.56243 -5.73699 0.2 0.2 0.2
H 0.15918 2.59883 -3.57222 0.1 -0.2 0.2
H 2.16187 1.78846 -3.58784 -0.6 -0.9 -0.1
H -3.02108 -2.40859 -2.18273 -0.4 -0.2 -0.6
H 1.53090 -1.62185 -6.16950 -0.1 0.1 0.7
H -3.13737 0.17796 -2.27271 0.2 -0.6 0.8
H 0.69897 -4.12500 3.68415 -0.4 0.3 0.4
H -1.36312 -2.79675 6.00797 0.7 0.4 -0.4
H 0.42531 -2.45150 5.86684 -0.2 0.0 -0.1
H -2.15039 -3.44335 -0.11920 0.1 -1.3 0.1
H -0.39056 4.97588 -3.39820 0.3 0.4 -0.4
H -2.38443 1.41011 -0.18253 0.1 -1.1 -0.6
H 2.87468 -2.65306 -0.09348 0.0 -0.2 0.5
H 0.03372 -2.68316 -4.30713 0.4 0.4 -0.3
H 0.04872 -3.78333 1.12153 -0.1 0.3 0.8
H -0.67290 5.99824 -1.15773 0.4 -1.2 0.0
H -0.79504 4.47289 0.84288 0.4 -0.1 -0.7